Below is 4 unconnected molecules or ions with the total composition C24H57OP, with properties calculated with ωB97M-V with the def2-TZVPD basis set.

XYZ file:
```
83
Properties=species:S:1:pos:R:3:forces:R:3
C -5.623 2.462 -4.507 0.0 0.1 0.0
C -6.205 1.500 -3.493 0.0 0.0 0.0
O -5.177 0.711 -2.894 0.0 -0.1 0.1
P -4.722 1.100 -1.351 0.0 0.1 -0.1
C -3.231 0.025 -1.319 0.1 -0.1 0.1
C -2.414 0.012 -0.005 0.1 0.1 -0.1
C -1.847 -1.385 0.227 0.0 0.0 0.0
C -3.177 0.494 1.226 -0.1 -0.1 0.0
H -4.777 2.995 -4.069 0.0 0.0 0.0
H -5.272 1.939 -5.396 0.0 0.0 0.0
H -6.367 3.200 -4.811 0.0 0.0 0.0
H -6.767 2.045 -2.728 0.0 0.0 0.0
H -6.893 0.796 -3.965 0.0 0.1 0.0
H -5.571 0.212 -0.624 0.0 0.0 0.0
H -3.532 -0.993 -1.583 -0.1 0.0 0.0
H -2.594 0.378 -2.133 -0.1 0.0 -0.1
H -1.564 0.687 -0.149 0.0 0.0 0.1
H -2.654 -2.106 0.383 0.0 0.0 0.0
H -1.200 -1.408 1.106 0.0 0.0 0.0
H -1.261 -1.718 -0.633 0.0 0.0 0.0
H -2.561 0.374 2.120 0.0 0.0 0.0
H -4.092 -0.085 1.381 0.0 0.0 0.0
H -3.451 1.548 1.153 0.0 0.0 0.0
C 3.869 -2.876 2.771 0.0 0.0 0.0
C 2.420 -2.509 2.469 0.0 0.0 0.0
C 2.114 -2.404 0.976 0.0 0.0 0.0
C 2.939 -1.354 0.227 0.0 0.0 0.0
C 2.851 0.055 0.812 0.0 0.0 0.0
C 1.433 0.610 0.852 0.0 0.0 0.0
H 4.560 -2.110 2.414 0.0 0.0 0.0
H 4.033 -2.991 3.843 0.0 0.0 0.0
H 4.141 -3.817 2.287 0.0 0.0 0.0
H 2.174 -1.565 2.965 0.0 0.0 0.0
H 1.757 -3.259 2.909 0.0 0.0 0.0
H 1.049 -2.191 0.847 0.0 0.0 0.0
H 2.284 -3.378 0.507 0.0 0.0 0.0
H 2.603 -1.329 -0.815 0.0 0.0 0.0
H 3.988 -1.660 0.198 0.0 0.0 0.0
H 3.485 0.720 0.219 0.0 0.0 0.0
H 3.271 0.066 1.822 0.0 0.0 0.0
H 0.987 0.600 -0.147 0.0 0.0 0.0
H 1.416 1.638 1.215 0.0 0.0 0.0
H 0.788 0.020 1.507 0.0 0.0 0.0
C 3.758 2.440 3.498 0.0 0.0 0.0
C 2.649 1.801 4.328 0.0 0.0 0.0
C 1.353 2.610 4.345 0.0 0.0 0.0
C 1.487 4.020 4.925 0.0 0.0 0.0
C 2.047 4.076 6.345 0.0 0.0 0.0
C 1.195 3.329 7.365 0.0 0.0 0.0
H 4.064 3.407 3.900 0.0 0.0 0.0
H 4.644 1.804 3.470 0.0 0.0 0.0
H 3.429 2.596 2.468 0.0 0.0 0.0
H 3.003 1.644 5.351 0.0 0.0 0.0
H 2.431 0.805 3.930 0.0 0.0 0.0
H 0.595 2.054 4.905 0.0 0.0 0.0
H 0.971 2.690 3.323 0.0 0.0 0.0
H 0.500 4.494 4.914 0.0 0.0 0.0
H 2.118 4.626 4.269 0.0 0.0 0.0
H 2.132 5.124 6.645 0.0 0.0 0.0
H 3.065 3.678 6.359 0.0 0.0 0.0
H 0.172 3.711 7.372 0.0 0.0 0.0
H 1.599 3.437 8.373 0.0 0.0 0.0
H 1.148 2.261 7.145 0.0 0.0 0.0
C -0.916 -2.803 -7.185 0.0 0.0 0.0
C 0.326 -2.308 -6.453 0.0 0.0 0.0
C 0.653 -3.110 -5.194 0.0 0.0 0.0
C -0.444 -3.103 -4.128 0.0 0.0 0.0
C -0.866 -1.714 -3.654 0.0 0.0 0.0
C 0.266 -0.917 -3.015 0.0 0.0 0.0
H -1.813 -2.703 -6.572 0.0 0.0 0.0
H -1.084 -2.240 -8.104 0.0 0.0 0.0
H -0.814 -3.858 -7.453 0.0 0.0 0.0
H 0.200 -1.251 -6.197 0.0 0.0 0.0
H 1.185 -2.352 -7.127 0.0 0.0 0.0
H 1.584 -2.731 -4.764 0.0 0.0 0.0
H 0.855 -4.148 -5.478 0.0 0.0 0.0
H -0.093 -3.680 -3.265 0.0 0.0 0.0
H -1.324 -3.632 -4.504 0.0 0.0 0.0
H -1.674 -1.826 -2.929 0.0 0.0 0.0
H -1.291 -1.147 -4.488 0.0 0.0 0.0
H 0.697 -1.462 -2.170 0.0 0.0 0.0
H -0.088 0.046 -2.642 0.0 0.0 0.0
H 1.072 -0.716 -3.723 0.0 0.0 0.0
```
Positions in Å, forces in eV/Å.

Computed properties:
max |F|: 0.16 eV Å⁻¹
HOMO-LUMO gap: 9.46 eV
electronic energy: -37149.678 eV
LUMO level: 0.84 eV
structure (SMILES): CCOPCC(C)C.CCCCCC.CCCCCC.CCCCCC



Below is 7 unconnected molecules or ions with the total composition C24H58F6N6O4P at a distorted geometry, with properties calculated with ωB97M-V with the def2-TZVPD basis set.

XYZ file:
```
99
Properties=species:S:1:pos:R:3:forces:R:3
P 15.635 15.255 21.415 4.3 -0.3 1.5
F 14.267 14.897 22.158 -0.6 -0.1 -1.1
F 15.833 16.557 22.390 -1.0 0.0 -0.5
F 16.418 14.346 22.544 -0.3 0.3 0.2
F 17.101 15.657 20.799 0.0 0.0 -0.2
F 15.780 13.882 20.494 -1.1 1.7 0.3
F 14.968 16.074 20.217 -0.9 -0.2 0.4
C 10.499 10.508 21.167 1.3 -0.2 0.3
C 9.653 11.696 20.734 -0.2 -0.5 -0.2
N 10.467 12.872 20.543 1.0 -0.6 1.3
C 11.225 12.864 19.283 -1.6 0.4 0.1
C 12.031 14.110 19.059 0.4 0.7 -0.9
C 9.911 14.123 20.973 0.3 1.3 0.0
C 8.721 14.584 20.129 -0.8 -0.7 0.0
H 11.260 10.222 20.436 -0.4 -0.1 -0.4
H 9.987 9.600 21.487 -0.4 0.2 -0.2
H 11.154 10.797 21.997 -0.4 0.2 0.2
H 9.101 11.476 19.803 0.0 -0.2 0.0
H 8.882 11.825 21.497 0.1 0.5 0.0
H 11.846 11.984 19.115 -0.1 -0.1 0.6
H 10.419 12.818 18.528 0.5 -0.1 -0.6
H 11.399 14.961 18.791 -0.1 0.0 0.3
H 12.696 14.425 19.864 -0.1 -0.3 0.2
H 12.651 13.974 18.168 0.1 -0.1 0.1
H 10.705 14.877 20.940 0.0 -0.1 -0.4
H 9.695 14.175 22.047 -0.3 -0.7 0.0
H 7.786 14.097 20.435 0.2 -0.2 0.2
H 8.888 14.199 19.121 0.0 0.6 -0.2
H 8.454 15.641 20.140 0.6 0.1 -0.1
C 14.114 19.288 21.926 -0.6 -0.2 -0.3
C 14.065 20.469 20.965 -0.2 -0.2 0.1
N 13.749 21.752 21.607 0.6 -0.9 0.2
C 14.578 22.820 21.121 -0.2 1.5 -0.6
C 14.493 23.228 19.616 -1.1 0.1 1.0
C 12.314 22.001 21.580 0.6 0.9 -0.4
C 11.868 23.124 22.523 0.0 -0.2 0.9
H 13.152 19.117 22.420 0.0 0.4 0.2
H 14.887 19.402 22.682 0.0 -0.1 0.0
H 14.249 18.364 21.361 0.4 0.0 0.1
H 15.022 20.532 20.445 0.1 0.2 0.1
H 13.323 20.249 20.184 0.0 0.0 -0.1
H 14.262 23.740 21.624 0.2 -0.2 0.4
H 15.631 22.663 21.363 -0.1 -0.3 0.2
H 14.952 22.497 18.958 0.1 0.3 -0.3
H 13.435 23.380 19.368 0.0 -0.6 -0.3
H 14.824 24.265 19.537 0.9 -0.3 -0.3
H 11.848 21.042 21.793 -0.3 0.1 0.0
H 12.096 22.335 20.553 -0.7 -0.4 0.0
H 12.542 23.224 23.379 0.3 0.0 -0.3
H 10.919 22.922 23.027 -0.2 -0.1 -0.5
H 11.788 24.096 22.039 0.0 0.0 -0.1
C 12.229 15.269 26.296 -0.1 0.1 0.1
O 12.698 14.593 27.187 -0.2 -0.3 0.0
N 11.922 14.872 25.045 -0.5 0.3 -0.1
C 11.608 15.888 24.046 -0.1 -0.2 0.1
C 11.920 13.485 24.653 0.2 -0.4 -0.6
H 11.954 16.327 26.447 0.3 0.1 0.0
H 10.535 16.041 23.894 -0.1 -0.1 0.2
H 12.019 15.609 23.077 0.3 0.0 0.1
H 12.044 16.826 24.380 0.1 0.1 -0.2
H 12.839 13.251 24.108 0.1 -0.2 0.2
H 11.785 12.811 25.495 0.3 0.2 0.2
H 11.105 13.260 23.958 -0.1 0.4 0.0
C 16.951 14.174 16.932 0.4 -1.2 0.7
O 16.425 13.585 16.011 0.0 0.7 -0.3
N 18.200 14.695 16.914 1.0 1.0 -0.9
C 18.992 14.624 15.690 -0.6 -0.4 0.1
C 18.748 15.366 18.070 -0.9 -0.7 1.5
H 16.565 14.169 17.968 -0.4 0.3 -0.2
H 18.578 15.223 14.875 0.0 0.1 0.1
H 18.966 13.585 15.355 0.2 0.0 -0.1
H 20.009 14.940 15.897 0.0 0.0 0.0
H 18.247 14.876 18.912 0.2 0.3 0.2
H 19.808 15.202 18.255 0.1 -0.1 -0.5
H 18.516 16.423 18.223 0.1 0.1 -0.6
C 19.906 19.246 20.629 0.0 -0.5 0.8
O 20.255 18.327 21.342 0.2 -0.2 0.0
N 18.641 19.448 20.220 -0.1 1.0 0.4
C 18.319 20.566 19.364 -0.8 -1.1 -1.1
C 17.552 18.563 20.625 0.0 0.7 -0.4
H 20.655 19.993 20.334 -0.2 0.4 -0.4
H 19.159 21.250 19.300 -0.1 0.2 0.0
H 17.353 21.037 19.572 0.4 0.3 1.0
H 18.053 20.162 18.372 0.6 0.2 -0.2
H 17.350 17.904 19.781 -0.2 -0.5 0.5
H 17.773 18.077 21.567 0.2 -0.5 -0.3
H 16.660 19.166 20.799 0.0 0.1 -0.1
C 15.220 11.773 19.039 -0.6 -0.3 -1.0
O 15.375 11.429 17.877 0.0 -0.3 0.0
N 15.018 10.891 20.041 -0.9 -0.2 2.0
C 14.984 11.334 21.430 0.4 0.7 0.1
C 14.818 9.449 19.848 -0.3 1.6 -1.3
H 15.163 12.835 19.322 0.0 -0.9 -0.2
H 15.021 12.425 21.473 0.0 -0.6 0.0
H 15.869 10.969 21.959 0.0 -0.1 0.1
H 14.101 11.030 21.992 -0.2 -0.3 -0.3
H 14.031 9.357 19.091 0.6 -0.3 -0.5
H 15.790 9.091 19.514 -0.4 -1.0 0.1
H 14.336 8.994 20.707 0.8 0.0 0.5
```
Positions in Å, forces in eV/Å.

Computed properties:
max |F|: 4.57 eV Å⁻¹
charge: -1
energy relative to the best compared isomer or geometry (same formula, charge and spin): 0.0 kcal per mole
HOMO-LUMO gap: 8.47 eV
electronic energy: -68559.724 eV
LUMO level: 2.33 eV



Below is 6 unconnected molecules or ions with the total composition C24H58N6O6 at a distorted geometry, with properties calculated with ωB97M-V with the def2-TZVPD basis set.

XYZ file:
```
94
Properties=species:S:1:pos:R:3:forces:R:3
C -1.735 -1.104 -7.205 1.2 -2.2 0.7
C -0.779 -0.135 -6.553 -0.2 -0.5 1.5
C 0.151 0.447 -7.561 1.6 0.9 0.7
C -1.674 0.932 -5.907 0.1 0.7 0.3
C -0.949 1.783 -4.843 0.2 0.3 0.1
C -0.370 0.890 -3.749 0.1 0.9 0.1
C 0.590 -0.094 -4.328 0.1 -0.1 -0.4
C 1.865 0.662 -4.792 0.4 -1.0 0.3
C 0.983 -1.090 -3.190 0.5 1.2 -0.5
N -0.104 -0.822 -5.432 -0.6 0.1 1.8
O 0.780 -1.836 -5.829 -0.6 -1.5 -1.6
H -2.122 -0.599 -8.015 -1.1 0.8 -2.1
H -2.543 -1.410 -6.568 -0.4 0.1 0.6
H -1.295 -2.071 -7.566 0.0 0.9 0.1
H -0.387 0.994 -8.306 -0.3 -0.1 -0.9
H 0.863 -0.299 -7.930 -0.4 0.1 -0.3
H 0.760 1.231 -7.074 -0.1 -0.4 -0.2
H -2.092 1.555 -6.716 0.1 -0.1 0.3
H -2.524 0.431 -5.413 0.3 0.1 -0.1
H -1.650 2.452 -4.336 -0.1 0.2 -0.4
H -0.103 2.423 -5.233 -1.1 -0.6 0.0
H -1.157 0.315 -3.225 0.2 0.6 0.1
H 0.258 1.543 -3.080 -1.0 -0.7 -0.1
H 2.512 0.605 -3.920 0.4 0.4 -0.1
H 2.337 0.074 -5.587 0.1 0.3 0.1
H 1.767 1.713 -5.086 -0.2 -0.4 0.0
H 1.487 -0.532 -2.371 -0.3 -0.1 -0.5
H 0.144 -1.597 -2.743 -0.4 -0.3 -0.2
H 1.692 -1.769 -3.622 0.3 -0.7 0.1
H 0.170 -2.567 -6.135 1.1 1.0 0.6
C -0.973 1.161 3.140 -0.3 -1.0 -0.8
C -1.736 0.996 4.449 0.3 0.6 0.2
C -1.430 2.214 5.353 2.0 -1.2 -1.0
C -3.262 1.047 4.185 0.7 1.5 -0.8
C -3.739 -0.201 3.476 0.9 -0.2 0.2
C -3.306 -1.393 4.329 -1.1 -0.3 0.1
C -1.856 -1.538 4.637 1.2 -0.7 -0.5
C -1.636 -2.648 5.726 1.4 0.1 -2.2
C -1.075 -1.966 3.377 0.9 0.1 0.0
N -1.458 -0.237 5.199 0.5 -0.5 0.6
O -0.040 -0.342 5.507 -0.6 -0.2 -1.0
H -1.268 0.286 2.514 0.7 1.0 0.1
H -1.403 2.047 2.670 0.4 0.1 -0.2
H 0.135 1.242 3.204 -0.9 -0.1 0.2
H -1.878 3.062 4.916 -1.1 1.1 -0.1
H -1.689 1.970 6.349 -0.7 0.2 1.1
H -0.358 2.477 5.323 -0.2 -0.4 0.1
H -3.707 1.254 5.153 -0.5 -0.3 0.1
H -3.387 2.000 3.574 -0.2 -1.2 0.6
H -4.799 -0.250 3.270 -0.3 0.2 0.1
H -3.236 -0.215 2.508 -0.1 -0.2 -0.2
H -3.683 -2.337 3.928 0.0 0.0 0.1
H -3.684 -1.242 5.327 -1.0 -0.1 0.4
H -0.526 -2.753 5.870 -1.2 0.2 0.3
H -2.006 -3.632 5.386 0.0 0.5 -0.1
H -2.171 -2.358 6.576 -0.5 0.3 1.7
H -0.052 -1.568 3.440 -0.1 -0.3 0.0
H -1.486 -1.522 2.474 -0.2 -0.4 -0.1
H -0.995 -3.067 3.275 -0.3 0.6 0.1
H 0.045 0.311 6.185 0.3 0.6 0.8
N 2.776 0.090 4.084 -0.8 0.0 0.0
C 2.747 1.478 3.882 1.3 -0.3 1.0
N 3.906 1.786 3.050 -1.5 -0.8 0.9
O 1.999 2.244 4.479 1.0 -0.5 -1.4
H 1.988 -0.371 4.553 0.1 1.0 0.1
H 2.924 -0.428 3.233 0.3 0.0 -0.3
H 4.195 2.736 2.896 -0.3 0.2 0.3
H 4.655 1.153 3.326 -0.2 0.5 -0.4
N 0.205 -2.385 0.105 -0.4 0.7 -0.3
C -0.791 -1.485 -0.181 -1.1 -1.6 -0.4
N -1.971 -2.089 -0.605 -0.1 1.8 0.0
O -0.706 -0.277 -0.098 0.2 0.4 0.1
H 0.992 -1.954 0.534 0.8 0.3 0.7
H 0.042 -3.352 0.322 -0.3 0.1 -0.1
H -1.870 -3.038 -0.822 -0.2 -1.3 -0.6
H -2.585 -1.525 -1.212 0.7 -0.6 0.7
C 4.104 -2.234 0.980 0.4 -0.9 0.3
C 3.353 -1.015 0.512 -0.8 -0.5 -1.3
O 2.290 -0.792 1.420 -0.2 1.5 0.3
H 4.452 -2.115 2.022 -0.2 0.1 -0.3
H 5.014 -2.396 0.382 -0.4 -0.1 0.0
H 3.483 -3.169 0.970 0.5 0.9 -0.2
H 2.809 -1.183 -0.446 1.0 -0.2 0.0
H 4.001 -0.145 0.340 -0.1 -0.1 0.5
H 1.965 0.126 1.208 0.3 -0.8 0.4
C 1.609 3.479 -1.089 -0.6 0.4 2.0
C 0.636 2.759 -0.018 1.6 0.3 -1.4
O 1.215 1.470 0.225 0.2 0.3 0.4
H 2.626 3.274 -0.692 -0.5 0.3 -0.4
H 1.443 4.600 -1.133 0.1 -1.3 0.1
H 1.539 3.076 -2.091 -0.2 -0.2 -0.1
H -0.351 2.572 -0.434 -0.2 0.4 0.0
H 0.601 3.356 0.910 -0.1 -0.2 -0.4
H 0.494 0.831 0.384 -0.2 0.1 -0.5
```
Positions in Å, forces in eV/Å.

Computed properties:
max |F|: 2.61 eV Å⁻¹
HOMO-LUMO gap: 8.61 eV
electronic energy: -47053.076 eV
LUMO level: 0.51 eV
structure (SMILES): CC1(C)CCCC(C)(C)N1O.CC1(C)CCCC(C)(C)N1O.NC(N)=O.NC(N)=O.CCO.CCO



Below is a molecular structure, C24H58P2PtSi4 at a distorted geometry, with properties calculated with ωB97M-V with the def2-TZVPD basis set.

XYZ file:
```
89
Properties=species:S:1:pos:R:3:forces:R:3
P -0.071 -2.568 -4.783 -0.3 0.0 -0.8
P 0.178 0.643 -4.653 0.0 0.1 -1.0
C -0.332 -1.581 -6.349 -0.1 -0.4 0.2
C 0.367 -0.219 -6.305 0.1 0.3 0.2
H -1.421 -1.465 -6.472 0.3 0.0 0.0
H 0.049 -2.194 -7.179 -0.2 0.2 0.0
H 1.451 -0.321 -6.482 -0.3 0.0 0.0
H -0.046 0.461 -7.065 0.2 -0.2 0.0
C -1.496 1.356 -4.962 0.0 0.1 0.1
H -1.734 2.062 -4.155 -0.1 -0.1 -0.2
H -2.258 0.566 -4.972 0.1 0.2 0.0
H -1.488 1.884 -5.929 -0.2 -0.1 0.3
C 1.170 2.141 -5.029 0.0 0.0 -0.1
H 0.766 2.638 -5.920 0.2 0.1 0.1
H 2.216 1.855 -5.198 -0.2 0.1 0.0
H 1.122 2.819 -4.169 0.1 0.0 -0.2
C -1.047 -4.067 -5.180 0.0 0.0 -0.2
H -0.898 -4.799 -4.380 -0.1 0.0 -0.2
H -0.720 -4.488 -6.138 -0.2 -0.1 0.1
H -2.113 -3.807 -5.227 0.2 -0.1 0.0
C 1.606 -3.216 -5.196 0.0 -0.1 0.1
H 2.351 -2.412 -5.159 -0.1 -0.2 0.0
H 1.587 -3.662 -6.203 0.1 0.1 0.3
H 1.884 -3.981 -4.460 0.0 0.1 -0.2
Pt -0.028 -0.895 0.800 0.1 -0.7 -0.6
C 0.673 0.565 -0.794 -0.4 0.2 0.6
C -0.740 0.395 -0.877 0.0 0.7 0.5
C -1.417 -0.435 -1.943 0.0 -0.7 -0.8
C -1.855 -1.852 -1.503 -0.4 0.7 -0.2
C -0.811 -2.513 -0.664 0.1 -0.1 0.9
C 0.595 -2.346 -0.797 0.7 -0.4 0.5
C 1.286 -1.634 -1.934 -0.1 0.2 -0.9
C 1.649 -0.154 -1.679 0.7 -0.5 -0.1
C 0.084 -2.425 2.173 0.0 -0.5 0.0
H 1.050 1.482 -0.314 -0.3 -0.5 -0.2
H -1.365 1.196 -0.453 0.4 -0.4 -0.2
H -0.726 -0.538 -2.801 -0.6 0.1 0.6
H -2.289 0.108 -2.334 0.1 -0.1 0.2
H -2.789 -1.761 -0.927 0.3 -0.1 0.0
H -2.109 -2.476 -2.375 0.1 0.2 -0.1
H -1.138 -3.394 -0.097 0.1 0.4 -0.2
H 1.213 -3.122 -0.311 -0.5 0.4 -0.3
H 0.646 -1.725 -2.841 0.7 0.2 0.9
H 2.201 -2.189 -2.186 -0.1 0.2 0.1
H 2.659 -0.142 -1.233 -0.4 0.2 0.1
H 1.739 0.375 -2.646 0.0 -0.2 0.4
H 0.561 -2.194 3.133 -0.1 0.0 -0.3
H 0.643 -3.230 1.679 -0.1 0.0 0.4
H -0.948 -2.755 2.347 0.3 0.0 0.1
C -3.347 0.978 3.777 -0.2 -0.1 0.1
Si -1.721 0.187 4.316 0.0 -0.1 -0.3
C -1.239 0.898 6.007 0.0 0.1 0.1
C -2.055 -1.636 4.638 -0.2 -0.2 0.1
Si -0.072 0.522 2.623 -0.1 1.2 1.3
Si -0.294 2.886 2.380 0.1 -0.4 0.0
C -0.603 3.814 4.007 0.0 0.1 0.0
C 1.277 3.637 1.649 0.0 0.3 -0.1
C -1.749 3.282 1.257 -0.2 0.3 -0.2
Si 1.967 0.440 3.857 -0.2 -0.1 -0.4
C 2.210 1.830 5.125 0.0 0.1 0.0
C 2.203 -1.156 4.841 0.3 -0.1 0.1
C 3.323 0.565 2.557 0.4 -0.1 0.2
H -4.118 0.679 4.501 0.0 0.1 -0.2
H -3.658 0.616 2.787 0.1 0.1 0.2
H -3.321 2.075 3.747 0.1 -0.2 0.0
H -2.014 0.576 6.719 0.1 0.1 -0.1
H -0.279 0.514 6.373 -0.2 0.0 -0.1
H -1.202 1.994 6.034 0.0 -0.3 0.0
H -2.562 -2.111 3.788 0.1 0.1 0.2
H -1.142 -2.205 4.854 -0.2 0.1 -0.1
H -2.717 -1.719 5.514 0.1 0.0 -0.2
H 0.214 3.716 4.732 -0.2 0.0 -0.2
H -0.684 4.881 3.748 0.0 -0.2 0.0
H -1.538 3.529 4.503 0.2 0.0 -0.2
H 1.594 3.141 0.723 0.0 0.1 0.2
H 1.074 4.692 1.407 0.1 -0.2 0.0
H 2.118 3.616 2.353 -0.2 0.0 -0.1
H -1.459 3.201 0.200 -0.1 0.0 0.2
H -2.613 2.628 1.427 0.2 0.1 0.0
H -2.078 4.320 1.430 0.1 -0.2 -0.1
H 1.437 1.853 5.904 0.2 0.0 -0.2
H 3.172 1.630 5.622 -0.2 0.1 -0.1
H 2.273 2.826 4.672 0.0 -0.2 0.1
H 2.500 -1.992 4.193 -0.1 0.2 0.2
H 3.025 -0.984 5.555 -0.2 -0.1 -0.1
H 1.320 -1.454 5.420 0.1 0.1 -0.1
H 3.207 -0.203 1.780 0.0 0.1 0.2
H 3.349 1.546 2.066 -0.1 -0.2 0.1
H 4.292 0.404 3.055 -0.1 0.1 -0.2
```
Positions in Å, forces in eV/Å.

Computed properties:
spin multiplicity: 3
max |F|: 1.82 eV Å⁻¹
energy relative to the best compared isomer or geometry (same formula, charge and spin): 0.0 kcal per mole
HOMO-LUMO gap (alpha / beta): 5.20 / 5.21 eV
electronic energy: -79162.579 eV
<S²>: 2.010
LUMO level (alpha / beta): 0.50 / -2.53 eV